Entry from OMol25: 2 unconnected molecules or ions with the total composition C22H32N4O3P (ωB97M-V with the def2-TZVPD basis set).

The HOMO energy comes out at -7.77 eV. The value obtained for the largest force on an atom is 10.4 eV/Å. The charge is +1. For the HOMO-LUMO gap, the calculation gives 1.6266 eV. The calculated total energy is -44706.321 eV.

Bonds (Å) are listed after each position.
Element x y z (Å)
1 C 0.63963 3.78238 2.08262  C2 1.640, H17 1.185, H18 1.190, H19 1.181
2 C 0.66394 4.99257 0.97657  C1 1.640, C3 1.660, C4 1.661, H20 1.193
3 C 1.59215 4.65490 -0.35732  C2 1.660, H21 1.189, H22 1.194, H23 1.173
4 C -0.85141 5.54966 0.58453  C2 1.661, C5 1.660, H24 1.186, H25 1.190
5 C -1.77026 4.41786 -0.20886  C4 1.660, N6 1.496, H26 1.194, H27 1.169
6 N -2.53443 3.63742 0.81325  C5 1.496, C7 1.495, P14 1.765
7 C -3.84503 4.22493 1.22920  N6 1.495, N8 1.503, C11 1.658, H28 1.195
8 N -4.74089 4.75325 0.14421  C7 1.503, C9 1.369
9 C -5.05638 3.82569 -0.81128  N8 1.369, O10 1.352
10 O -5.38751 2.72637 -1.52569  C9 1.352
11 C -4.56298 3.13892 2.25617  C7 1.658, O12 1.333, O13 1.501
12 O -5.71725 2.50735 2.03939  C11 1.333
13 O -3.83713 2.93749 3.55474  C11 1.501
14 P -2.52469 1.88660 0.58768  N6 1.765, C15 1.910, C16 1.913
15 C -1.26223 0.97628 1.69543  P14 1.910, H29 1.189, H30 1.193, H31 1.185
16 C -2.42879 1.34853 -1.24550  P14 1.913, H32 1.191, H33 1.193, H34 1.181
17 H 1.08584 2.75677 1.68979  C1 1.185
18 H -0.47281 3.62822 2.47688  C1 1.190
19 H 1.27248 4.08758 3.03242  C1 1.181
20 H 1.20805 5.91367 1.50402  C2 1.193
21 H 1.40711 3.50795 -0.60902  C3 1.189
22 H 1.19748 5.24443 -1.31719  C3 1.194
23 H 2.73949 4.83152 -0.19098  C3 1.173
24 H -1.43309 5.83101 1.57891  C4 1.186
25 H -0.76857 6.55760 -0.04202  C4 1.190
26 H -1.00445 3.71355 -0.79410  C5 1.194
27 H -2.39698 4.95961 -1.03301  C5 1.169
28 H -3.58670 5.16237 1.92367  C7 1.195
29 H -0.17808 0.97029 1.20742  C15 1.189
30 H -1.18597 1.56890 2.72858  C15 1.193
31 H -1.61216 -0.11490 1.99713  C15 1.185
32 H -2.83021 2.23203 -1.93644  C16 1.191
33 H -3.19256 0.45156 -1.43560  C16 1.193
34 H -1.34256 1.05940 -1.60930  C16 1.181
35 C 6.42524 -6.29787 -0.85293  N36 1.477, H49 1.093, H50 1.094, H51 1.092
36 N 5.10722 -5.63328 -0.80663  C35 1.477, C37 1.352, C41 1.349
37 C 4.75693 -4.79265 -1.80601  N36 1.352, C38 1.397, H52 1.087
38 C 3.50065 -4.18088 -1.81281  C37 1.397, C39 1.398, H53 1.089
39 C 2.58513 -4.43613 -0.78727  C38 1.398, C40 1.400, C42 1.474
40 C 2.99572 -5.29393 0.24082  C39 1.400, C41 1.394, H54 1.089
41 C 4.25996 -5.88091 0.21399  N36 1.349, C40 1.394, H55 1.087
42 C 1.22952 -3.85702 -0.78542  C39 1.474, C43 1.400, C47 1.398
43 C 0.10042 -4.68461 -0.75910  C42 1.400, C44 1.394, H56 1.089
44 C -1.18047 -4.13720 -0.70676  C43 1.394, N45 1.350, H57 1.088
45 N -1.35227 -2.79831 -0.67647  C44 1.350, C46 1.353, C48 1.476
46 C -0.28728 -1.96591 -0.72587  N45 1.353, C47 1.397, H58 1.087
47 C 1.01191 -2.47573 -0.78368  C42 1.398, C46 1.397, H59 1.089
48 C -2.70930 -2.22775 -0.57095  N45 1.476, H60 1.092, H61 1.094, H62 1.093
49 H 7.19311 -5.52225 -0.91080  C35 1.093
50 H 6.44090 -6.93664 -1.74047  C35 1.094
51 H 6.57044 -6.90235 0.04516  C35 1.092
52 H 5.48214 -4.62649 -2.59893  C37 1.087
53 H 3.24330 -3.52368 -2.64271  C38 1.089
54 H 2.33551 -5.51520 1.07840  C40 1.089
55 H 4.59255 -6.55341 1.00055  C41 1.087
56 H 0.20372 -5.76883 -0.78092  C43 1.089
57 H -2.06793 -4.76534 -0.68018  C44 1.088
58 H -0.48695 -0.89760 -0.70490  C46 1.087
59 H 1.84719 -1.77736 -0.80172  C47 1.089
60 H -2.86217 -1.55896 -1.42115  C48 1.092
61 H -2.76466 -1.68347 0.37609  C48 1.094
62 H -3.45358 -3.02801 -0.58558  C48 1.093



Entry from OMol25: C22H32N4O3S in the gas phase (ωB97M-V with the def2-TZVPD basis set).

Its structure (SMILES) is CCN1CCN(CCCNC(=O)c2ccccc2NC(=O)C2=C(C)OCCS2)CC1. The HOMO energy comes out at -7.85 eV. The value obtained for the largest force on an atom is 0.9 eV/Å. For the HOMO-LUMO gap, the calculation gives 8.5120 eV. As for the energy above the lowest of the compared OMol25 structures with the same formula, charge and spin: 19.3 kcal/mol. The calculated total energy is -46272.306 eV.

Bonds (Å) are listed after each position.
Element x y z (Å)
1 C -4.84888 -2.42516 1.30058  C2 1.534, H31 1.087, H32 1.087, H33 1.087
2 C -5.08038 -2.00078 -0.15553  C1 1.534, N3 1.447, H34 1.095, H35 1.095
3 N -4.46792 -0.75923 -0.57706  C2 1.447, C4 1.448, C30 1.448
4 C -3.01970 -0.77197 -0.58701  N3 1.448, C5 1.525, H36 1.092, H37 1.102
5 C -2.50476 0.47249 -1.30213  C4 1.525, N6 1.449, H38 1.092, H39 1.104
6 N -2.97850 1.65218 -0.60704  C5 1.449, C7 1.450, C29 1.449
7 C -2.40211 2.88938 -1.09511  N6 1.450, C8 1.531, H40 1.104, H41 1.093
8 C -2.30893 3.91781 0.03537  C7 1.531, C9 1.527, H42 1.093, H43 1.090
9 C -1.40970 3.40867 1.15939  C8 1.527, N10 1.444, H44 1.092, H45 1.097
10 N -0.02615 3.36183 0.74930  C9 1.444, C11 1.349, H46 1.007
11 C 0.75176 2.26820 0.88078  N10 1.349, O12 1.226, C13 1.490
12 O 0.32287 1.22811 1.36883  C11 1.226
13 C 2.14926 2.41789 0.38711  C11 1.490, C14 1.394, C18 1.412
14 C 2.76858 3.66664 0.37763  C13 1.394, C15 1.381, H47 1.081
15 C 4.05405 3.83081 -0.09836  C14 1.381, C16 1.386, H48 1.079
16 C 4.74486 2.73277 -0.58622  C15 1.386, C17 1.379, H49 1.080
17 C 4.16951 1.47982 -0.56109  C16 1.379, C18 1.397, H50 1.077
18 C 2.88098 1.29383 -0.05506  C13 1.412, C17 1.397, N19 1.384
19 N 2.29116 0.04418 0.01749  C18 1.384, C20 1.365, H51 1.025
20 C 2.82132 -1.16977 -0.31109  N19 1.365, O21 1.218, C22 1.481
21 O 3.94958 -1.33991 -0.73713  C20 1.218
22 C 1.88477 -2.29871 -0.10834  C20 1.481, C23 1.349, S28 1.783
23 C 2.32630 -3.56244 0.05812  C22 1.349, C24 1.498, O25 1.360
24 C 3.77363 -3.93300 0.16121  C23 1.498, H52 1.088, H53 1.086, H54 1.087
25 O 1.55565 -4.67348 0.20113  C23 1.360, C26 1.408
26 C 0.17209 -4.58482 -0.04339  O25 1.408, C27 1.520, H55 1.094, H56 1.098
27 C -0.45938 -3.39704 0.66345  C26 1.520, S28 1.815, H57 1.087, H58 1.090
28 S 0.15204 -1.88055 -0.12413  C22 1.783, C27 1.815
29 C -4.42746 1.65972 -0.60286  N6 1.449, C30 1.526, H59 1.092, H60 1.105
30 C -4.93747 0.41791 0.12276  N3 1.448, C29 1.526, H61 1.093, H62 1.103
31 H -5.31513 -3.39125 1.47682  C1 1.087
32 H -5.28426 -1.70338 1.98689  C1 1.087
33 H -3.78627 -2.51028 1.51514  C1 1.087
34 H -6.15678 -1.90449 -0.33004  C2 1.095
35 H -4.70347 -2.78393 -0.82099  C2 1.095
36 H -2.67786 -1.66102 -1.12127  C4 1.092
37 H -2.59108 -0.77665 0.42849  C4 1.102
38 H -1.41310 0.46172 -1.28049  C5 1.092
39 H -2.84516 0.45368 -2.35269  C5 1.104
40 H -2.97708 3.31076 -1.93766  C7 1.104
41 H -1.39183 2.67736 -1.45457  C7 1.093
42 H -1.91880 4.85890 -0.36036  C8 1.093
43 H -3.30031 4.11138 0.44432  C8 1.090
44 H -1.69949 2.38937 1.42298  C9 1.092
45 H -1.50635 4.05452 2.04064  C9 1.097
46 H 0.33827 4.17688 0.28304  N10 1.007
47 H 2.25361 4.52617 0.78335  C14 1.081
48 H 4.51410 4.80728 -0.08699  C15 1.079
49 H 5.74580 2.85106 -0.97329  C16 1.080
50 H 4.71447 0.62194 -0.91653  C17 1.077
51 H 1.38130 0.06032 0.48970  N19 1.025
52 H 4.22624 -3.93243 -0.82831  C24 1.088
53 H 4.32254 -3.22086 0.76957  C24 1.086
54 H 3.84191 -4.93054 0.58805  C24 1.087
55 H -0.24305 -5.52717 0.32634  C26 1.094
56 H -0.01502 -4.51015 -1.12278  C26 1.098
57 H -1.54103 -3.40086 0.55294  C27 1.087
58 H -0.18644 -3.38206 1.71875  C27 1.090
59 H -4.78248 2.55279 -0.08484  C29 1.092
60 H -4.83158 1.66629 -1.63178  C29 1.105
61 H -6.03031 0.41434 0.12629  C30 1.093
62 H -4.57596 0.45509 1.16433  C30 1.103



Entry from OMol25: C22H32N6O6 in the gas phase (ωB97M-V with the def2-TZVPD basis set).

Its structure (SMILES) is CCOC(=O)N1CCN(C(=O)Nc2ccc(NC(=O)N3CCN(C(=O)OCC)CC3)cc2)CC1. The HOMO energy comes out at -7.70 eV. The value obtained for the largest force on an atom is 0.7 eV/Å. For the HOMO-LUMO gap, the calculation gives 8.5377 eV. As for the energy above the lowest of the compared OMol25 structures with the same formula, charge and spin: 3.8 kcal/mol. The calculated total energy is -44561.832 eV.

Bonds (Å) are listed after each position.
Element x y z (Å)
1 C 2.12076 2.80502 -2.26876  C2 1.520, H35 1.087, H36 1.086, H37 1.088
2 C 3.38622 2.12240 -1.77502  C1 1.520, O3 1.431, H38 1.095, H39 1.095
3 O 3.99404 2.92716 -0.76039  C2 1.431, C4 1.336
4 C 4.22699 2.34797 0.42128  O3 1.336, O5 1.213, N6 1.367
5 O 4.10015 1.16247 0.64652  C4 1.213
6 N 4.68917 3.22974 1.35864  C4 1.367, C7 1.448, C34 1.449
7 C 4.41122 4.64727 1.25453  N6 1.448, C8 1.558, H40 1.088, H41 1.093
8 C 3.05822 4.95788 1.96149  C7 1.558, N9 1.447, H42 1.093, H43 1.090
9 N 2.45518 3.71631 2.39660  C8 1.447, C10 1.384, C33 1.443
10 C 1.57695 3.12053 1.50893  N9 1.384, O11 1.215, N12 1.374
11 O 0.95353 3.79685 0.71482  C10 1.215
12 N 1.42475 1.76172 1.63947  C10 1.374, C13 1.406, H44 1.012
13 C 0.59128 1.00418 0.79793  N12 1.406, C14 1.392, C32 1.390
14 C 1.02651 -0.25521 0.39482  C13 1.392, C15 1.379, H45 1.081
15 C 0.22796 -1.04347 -0.40715  C14 1.379, C16 1.392, H46 1.081
16 C -1.01969 -0.58597 -0.82191  C15 1.392, N17 1.406, C31 1.390
17 N -1.79058 -1.41189 -1.65902  C16 1.406, C18 1.374, H47 1.012
18 C -3.15218 -1.53747 -1.52834  N17 1.374, O19 1.215, N20 1.384
19 O -3.81697 -0.89167 -0.74243  C18 1.215
20 N -3.76447 -2.41484 -2.40578  C18 1.384, C21 1.443, C30 1.447
21 C -3.08606 -3.27723 -3.34359  N20 1.443, C22 1.556, H48 1.096, H49 1.089
22 C -2.86354 -4.67739 -2.70131  C21 1.556, N23 1.449, H50 1.090, H51 1.092
23 N -3.32193 -4.63953 -1.32768  C22 1.449, C24 1.367, C29 1.448
24 C -2.41832 -4.18730 -0.40686  N23 1.367, O25 1.213, O26 1.337
25 O -1.23280 -4.09253 -0.64749  C24 1.213
26 O -2.97735 -3.92549 0.77870  C24 1.337, C27 1.431
27 C -2.14573 -3.32466 1.77567  O26 1.431, C28 1.520, H52 1.095, H53 1.095
28 C -2.78091 -2.02701 2.24905  C27 1.520, H54 1.086, H55 1.087, H56 1.088
29 C -4.73084 -4.32354 -1.21462  N23 1.448, C30 1.558, H57 1.088, H58 1.093
30 C -5.01760 -2.98732 -1.96212  N20 1.447, C29 1.558, H59 1.093, H60 1.090
31 C -1.45116 0.67420 -0.42549  C16 1.390, C32 1.382, H61 1.077
32 C -0.65601 1.45920 0.38742  C13 1.390, C31 1.382, H62 1.077
33 C 3.28723 3.02222 3.35006  N9 1.443, C34 1.557, H63 1.095, H64 1.089
34 C 4.68932 2.75735 2.72804  N6 1.449, C33 1.557, H65 1.090, H66 1.092
35 H 2.36528 3.74190 -2.76253  C1 1.087
36 H 1.60750 2.15382 -2.97017  C1 1.086
37 H 1.45680 3.01856 -1.43384  C1 1.088
38 H 4.11858 2.01052 -2.58129  C2 1.095
39 H 3.16230 1.13736 -1.35354  C2 1.095
40 H 4.37327 4.91469 0.20092  C7 1.088
41 H 5.23349 5.18748 1.73127  C7 1.093
42 H 3.21091 5.59784 2.83418  C8 1.093
43 H 2.36066 5.44099 1.27791  C8 1.090
44 H 2.23733 1.24109 1.94300  N12 1.012
45 H 1.99981 -0.60808 0.70477  C14 1.081
46 H 0.56327 -2.02589 -0.70771  C15 1.081
47 H -1.28445 -2.23653 -1.95450  N17 1.012
48 H -3.73150 -3.36821 -4.22409  C21 1.096
49 H -2.15062 -2.82351 -3.66736  C21 1.089
50 H -1.80923 -4.95396 -2.69786  C22 1.090
51 H -3.43406 -5.44619 -3.22614  C22 1.092
52 H -2.05347 -4.04442 2.59556  C27 1.095
53 H -1.15669 -3.14286 1.34352  C27 1.095
54 H -2.10493 -1.52032 2.93156  C28 1.086
55 H -3.71945 -2.22953 2.75836  C28 1.087
56 H -2.98273 -1.37419 1.40258  C28 1.088
57 H -4.98186 -4.24349 -0.15933  C29 1.088
58 H -5.29855 -5.14703 -1.65607  C29 1.093
59 H -5.65301 -3.15570 -2.83514  C30 1.093
60 H -5.49582 -2.26439 -1.30196  C30 1.090
61 H -2.41738 1.03148 -0.73918  C31 1.077
62 H -0.99535 2.43514 0.69074  C32 1.077
63 H 3.38406 3.67214 4.22659  C33 1.095
64 H 2.80417 2.10187 3.67484  C33 1.089
65 H 4.92959 1.69418 2.71767  C34 1.090
66 H 5.46877 3.29533 3.27124  C34 1.092



Q: The lowest calculated total energy belongs to which entry?
A: C22H32N4O3S